[1]
A structure of composition C6H7IN2O2S2 in a non-equilibrium geometry. Source: the Open Molecules 2025 dataset; level of theory: the ωB97M-V functional and the def2-TZVPD basis.

The geometry in XYZ format:
```
20
Properties=species:S:1:pos:R:3:forces:R:3
I -3.28094 0.07706 -0.17026 -0.6 -0.3 0.0
S 0.15262 -0.93822 2.12560 -0.5 -0.6 -0.8
S 0.33322 1.05716 1.95349 0.0 0.5 0.7
O 1.50581 -2.18293 -0.81180 0.0 -0.5 0.5
O -1.33901 2.18035 -0.60372 -0.1 -0.5 -0.3
N 1.42126 0.06182 -0.33762 2.1 -0.3 -0.7
N -1.24852 -0.05014 -0.25013 -2.2 -1.9 -0.7
C -1.32272 -2.52522 0.04362 -0.6 -1.5 -1.2
C -0.72036 1.16257 -0.35301 1.2 2.3 0.4
C -0.59168 -1.22392 0.04059 1.8 -0.1 2.3
C 1.28235 2.55179 -0.16137 1.7 -1.0 -2.0
C 0.70327 1.21939 0.12057 -0.5 -2.1 -0.4
C 0.90074 -1.24871 -0.36245 -0.6 2.4 -0.9
H 2.34595 2.36606 0.05530 -0.1 1.0 0.3
H -2.21724 -2.52639 0.70184 0.9 0.1 -0.1
H -1.77983 -2.66983 -1.00350 0.9 0.0 1.3
H 2.47744 0.13036 -0.47483 -2.2 -0.2 0.3
H 0.78014 3.21610 0.51861 0.2 0.9 -0.3
H 1.22805 2.76332 -1.30698 -0.3 0.0 2.2
H -0.63055 -3.42061 0.27605 -1.1 1.7 -0.4
```
Positions in Å, forces in eV/Å.

Its total charge is 0. The strongest force on any atom comes out at 2.97 eV Å⁻¹. The calculation puts the HOMO-LUMO gap at 7.565 eV. As for the calculated total energy: -1586.87153 Eh.

Listed below, in e, are the natural (NBO) charges computed for each atom: 0.39 -0.10 0.09 -0.57 -0.59 -0.65 -0.59 -0.69 0.62 0.17 -0.61 -0.02 0.65 0.21 0.25 0.24 0.43 0.25 0.24 0.27


[2]
The molecule C6H7INO2PS in a non-equilibrium geometry. Source: the Open Molecules 2025 dataset; level of theory: the ωB97M-V functional and the def2-TZVPD basis.

The geometry in XYZ format:
```
19
Properties=species:S:1:pos:R:3:forces:R:3
I -3.93405 0.36471 -0.81255 1.2 -0.7 -0.8
S -1.04743 -0.82659 2.04367 -0.8 -0.4 2.3
P -0.24453 -0.02645 0.21475 -0.3 0.8 1.4
O -1.97699 -0.59784 -3.10610 -1.7 -0.3 9.2
O 0.31717 0.75857 -1.23299 3.5 -3.2 -3.4
N 1.56233 -1.10231 -2.84578 -3.4 9.0 7.1
C -1.16974 -1.40884 -0.71946 -2.0 -0.9 -0.4
C 2.24702 2.81897 1.52362 -3.2 -9.4 -2.3
C 1.48787 -0.13214 1.00505 2.4 1.3 1.4
C -2.19555 -0.63778 -1.78860 2.5 -0.6 -6.8
C 1.15162 -0.12286 -2.06618 0.1 -5.8 -4.2
C 1.99609 1.44375 1.23943 0.8 8.9 1.8
H 1.40368 -0.64145 2.08056 0.2 1.3 -2.6
H -1.01344 1.19373 0.49601 1.0 -1.0 -0.9
H -0.50378 -0.09823 3.13730 -0.4 -0.6 -1.6
H 2.02133 3.98574 1.63868 0.9 -3.3 -0.3
H 2.28280 -0.74604 0.40548 -1.5 1.4 0.8
H -0.49308 -2.21489 -1.23030 -1.1 2.0 0.6
H -1.89132 -2.01004 0.01743 1.6 1.5 -1.5
```
Positions in Å, forces in eV/Å.

Its total charge is 0. The strongest force on any atom comes out at 11.95 eV Å⁻¹. The calculation puts the HOMO-LUMO gap at 8.675 eV. As for the calculated total energy: -1474.94079 Eh. The structure (SMILES) is C#CC[PH](S)(CC(=O)I)OC#N.

Listed below, in e, are the natural (NBO) charges computed for each atom: 0.11 -0.45 1.29 -0.50 -0.76 -0.37 -0.84 -0.28 -0.76 0.42 0.50 -0.06 0.29 0.05 0.16 0.30 0.29 0.31 0.29


[3]
A structure of composition C6H7IrLiO6 in a non-equilibrium geometry. Source: the Open Molecules 2025 dataset; level of theory: the ωB97M-V functional and the def2-TZVPD basis.

The geometry in XYZ format:
```
21
Properties=species:S:1:pos:R:3:forces:R:3
Ir 5.24438 1.77800 0.00659 5.1 3.9 -0.3
O 4.53221 0.02736 -0.68853 0.5 -1.0 -0.7
O 2.51496 -0.66722 -0.03772 2.7 0.3 -0.9
O -4.28988 0.94752 -1.59285 0.2 -0.4 0.0
O -2.53530 0.00769 -0.78338 1.1 -1.2 0.0
O -3.22434 1.95584 0.11700 0.3 -0.5 0.0
O 3.40274 1.31684 0.68796 -1.1 0.6 1.1
C -0.56697 -1.23627 -0.30660 -0.4 -0.5 -0.5
C 0.56135 -1.59976 0.74342 0.2 0.6 -0.4
C 3.54505 0.27645 0.00261 -5.4 -4.6 -0.8
C -3.34407 1.04591 -0.66753 -0.8 1.5 0.1
C -1.39281 -0.02334 0.07440 -0.5 0.5 0.3
C 1.44645 -0.43193 0.68731 -1.1 0.2 1.7
Li 1.76419 1.48423 1.69318 -0.9 0.1 0.4
H -4.87403 1.71399 -1.53817 0.0 0.1 0.2
H -1.22005 -2.11739 -0.35034 0.2 0.2 0.1
H -1.72374 -0.07639 1.12094 0.0 0.0 -0.2
H 1.06743 -2.53596 0.47094 -0.2 0.2 0.0
H 0.08679 -1.65698 1.73346 0.1 0.0 -0.3
H -0.15876 -1.12246 -1.32026 0.1 0.0 0.3
H -0.83561 0.91387 -0.05244 -0.1 -0.1 0.0
```
Positions in Å, forces in eV/Å.

Its total charge is +2. Its spin multiplicity is 6. Its expectation value of S² is 8.755. The strongest force on any atom comes out at 7.12 eV Å⁻¹. The calculation puts the HOMO-LUMO gap (alpha / beta) at 6.551 / 2.212 eV. As for the calculated total energy: -795.20448 Eh. The energy above the lowest of the compared OMol25 structures with the same formula, charge and spin is 2.433 eV.

Listed below, in e, are the natural (NBO) charges computed for each atom: 1.45 -0.54 -0.46 -0.65 -0.49 -0.64 -0.74 -0.40 -0.57 0.98 0.98 -0.07 0.22 0.95 0.52 0.28 0.21 0.27 0.28 0.23 0.17


[4]
A structure of composition C6H7LiO7V in a non-equilibrium geometry. Source: the Open Molecules 2025 dataset; level of theory: the ωB97M-V functional and the def2-TZVPD basis.

The geometry in XYZ format:
```
22
Properties=species:S:1:pos:R:3:forces:R:3
V -0.18572 1.11176 -1.45629 0.2 -0.1 0.2
O 0.04272 -3.16980 -1.00614 0.1 0.3 -1.2
O 0.44428 1.57945 0.44077 -0.5 1.4 -1.1
O -0.69886 -3.76205 1.03229 0.8 0.8 -0.8
O 1.08334 -0.29151 -0.33891 -0.8 1.1 -1.2
O 1.41641 0.11825 1.88392 -0.2 0.7 -1.2
O -1.80503 1.95833 -0.83147 -0.1 -0.9 -1.1
O 0.99794 -2.30371 0.77758 0.9 0.9 -0.1
C 1.05962 0.45341 0.80748 0.7 -1.6 2.8
C -0.63137 2.20691 1.23957 -0.2 0.2 0.8
C 1.59741 -1.62781 -0.28516 0.7 -1.8 0.7
C 1.14500 -2.41513 -1.51052 0.0 -0.2 0.1
C 0.03741 -3.15109 0.32413 -1.6 -1.4 1.4
C -1.54648 2.86557 0.21625 0.5 0.8 1.0
Li -3.52142 1.58960 -1.25986 -0.4 0.1 0.0
H -2.47084 3.15638 0.74067 0.2 0.0 -0.1
H -1.13486 1.40776 1.79536 0.2 0.1 -0.1
H 2.67806 -1.56688 -0.13333 -0.2 0.1 0.0
H -1.07952 3.78831 -0.16483 -0.2 -0.3 0.0
H 0.81286 -1.78012 -2.33684 0.0 -0.1 0.0
H -0.17087 2.92812 1.92142 -0.1 -0.2 -0.1
H 1.92991 -3.09576 -1.85608 -0.1 0.2 0.0
```
Positions in Å, forces in eV/Å.

Its total charge is +2. Its spin multiplicity is 4. Its expectation value of S² is 3.756. The strongest force on any atom comes out at 3.32 eV Å⁻¹. The calculation puts the HOMO-LUMO gap (alpha / beta) at 8.250 / 8.088 eV. As for the calculated total energy: -1710.45926 Eh.

Listed below, in e, are the natural (NBO) charges computed for each atom: 1.52 -0.46 -0.58 -0.49 -0.62 -0.43 -1.00 -0.46 0.98 -0.09 0.33 -0.11 0.95 -0.12 0.99 0.22 0.23 0.24 0.21 0.18 0.26 0.25


[5]
A cluster of 3 separate species, C6H7N in total in a non-equilibrium geometry. Source: the Open Molecules 2025 dataset; level of theory: the ωB97M-V functional and the def2-TZVPD basis.

The geometry in XYZ format:
```
14
Properties=species:S:1:pos:R:3:forces:R:3
N 0.10891 -0.38458 -1.75831 2.5 -1.1 -0.2
C -0.47669 -0.71748 0.90542 1.3 -0.8 0.6
C -2.05876 0.90200 -1.66973 -5.4 -7.1 -1.3
C 0.92948 -0.50008 1.09932 -1.9 -2.6 0.0
C -0.79140 0.29868 -1.73044 -1.1 0.6 -2.2
C 0.47191 -1.76803 1.20305 0.3 2.1 -0.9
C 2.06192 0.36770 1.30495 -2.2 2.0 0.4
H 2.38837 0.89370 0.42732 0.2 0.1 -0.4
H 1.60840 1.10829 1.99474 0.6 0.2 -0.3
H -2.08441 1.82939 -1.40429 -0.3 5.4 2.0
H 2.79075 -0.12493 1.83897 2.0 -1.0 0.8
H -3.33838 0.79143 -2.52972 4.5 0.1 1.6
H -2.45244 0.08975 -0.93000 0.0 2.2 -0.3
H 0.84235 -2.78583 1.24874 -0.6 0.1 0.3
```
Positions in Å, forces in eV/Å.

Its total charge is 0. The strongest force on any atom comes out at 8.99 eV Å⁻¹. The calculation puts the HOMO-LUMO gap at 8.974 eV. As for the calculated total energy: -287.30919 Eh. The energy above the lowest of the compared OMol25 structures with the same formula, charge and spin is 7.566 eV.

Listed below, in e, are the natural (NBO) charges computed for each atom: -0.34 -0.10 -0.65 0.03 0.28 -0.21 -0.67 0.26 0.24 0.21 0.22 0.21 0.30 0.23


[6]
The molecule C6H7N in a non-equilibrium geometry. Source: the Open Molecules 2025 dataset; level of theory: the ωB97M-V functional and the def2-TZVPD basis.

The geometry in XYZ format:
```
14
Properties=species:S:1:pos:R:3:forces:R:3
N 2.96446 1.31237 0.69313 -0.7 -0.5 -0.6
C -0.21059 0.14031 0.13370 0.0 0.1 0.1
C -2.51039 0.35077 -1.17449 0.3 -0.1 0.2
C -1.44556 0.13951 -0.65789 -0.4 0.2 -0.1
C 1.05297 0.24928 -0.75034 0.0 0.0 -0.1
C 2.15383 0.82202 0.03057 0.7 0.4 0.6
C -0.13267 -1.00859 1.14212 0.0 -0.1 0.1
H -3.46190 0.61148 -1.57336 0.0 -0.2 -0.1
H 0.86114 0.90593 -1.60384 0.0 -0.1 0.1
H -0.27462 1.07422 0.70445 0.1 -0.1 0.0
H 0.63646 -0.79437 1.89004 0.0 -0.1 -0.1
H 1.35405 -0.72713 -1.14705 -0.1 0.1 0.1
H 0.10436 -1.96142 0.65789 -0.1 0.1 0.0
H -1.09154 -1.11437 1.65506 0.1 0.0 0.0
```
Positions in Å, forces in eV/Å.

Its total charge is 0. The strongest force on any atom comes out at 1.05 eV Å⁻¹. The calculation puts the HOMO-LUMO gap at 11.239 eV. As for the calculated total energy: -287.50406 Eh. The structure (SMILES) is C#C[C@@H](C)CC#N. The energy above the lowest of the compared OMol25 structures with the same formula, charge and spin is 2.263 eV.

Listed below, in e, are the natural (NBO) charges computed for each atom: -0.32 -0.28 -0.22 -0.02 -0.50 0.28 -0.60 0.24 0.26 0.24 0.22 0.25 0.21 0.23


[7]
A cluster of 2 separate species, C6H7N in total in a non-equilibrium geometry. Source: the Open Molecules 2025 dataset; level of theory: the ωB97M-V functional and the def2-TZVPD basis.

The geometry in XYZ format:
```
14
Properties=species:S:1:pos:R:3:forces:R:3
N 2.08949 0.43556 0.65960 2.1 -0.8 0.9
C -2.11387 -1.14648 0.13764 -0.6 -0.8 -0.6
C 2.06673 0.07389 -0.80630 -0.4 -1.3 1.6
C 1.90976 -0.88026 0.06565 0.1 3.1 -2.2
C -0.82616 1.05256 -0.69818 -1.5 -0.2 2.6
C -0.87985 1.15998 0.63775 0.7 -0.8 -2.0
C -1.50254 0.00472 0.06295 0.9 1.0 -0.3
H -2.33864 -1.73872 0.96432 0.0 0.0 2.2
H -0.68622 1.59965 -1.58146 0.4 0.3 -1.0
H -2.57318 -1.68316 -0.65155 0.2 0.1 -1.6
H 1.24037 0.73483 1.07678 -1.3 0.7 -0.3
H 1.56032 -1.81164 0.30789 -0.3 -2.1 0.7
H -0.47367 1.67469 1.46694 -0.2 0.5 0.7
H 2.52747 0.52438 -1.64203 0.0 0.3 -0.7
```
Positions in Å, forces in eV/Å.

Its total charge is 0. The strongest force on any atom comes out at 3.82 eV Å⁻¹. The calculation puts the HOMO-LUMO gap at 8.843 eV. As for the calculated total energy: -287.28733 Eh. The structure (SMILES) is C=C1C=C1.C1=CN1. The energy above the lowest of the compared OMol25 structures with the same formula, charge and spin is 8.161 eV.

Listed below, in e, are the natural (NBO) charges computed for each atom: -0.63 -0.56 -0.11 0.00 -0.14 -0.19 0.01 0.20 0.23 0.20 0.32 0.22 0.23 0.23


[8]
The molecule C6H7N in a non-equilibrium geometry. Source: the Open Molecules 2025 dataset; level of theory: the ωB97M-V functional and the def2-TZVPD basis.

The geometry in XYZ format:
```
14
Properties=species:S:1:pos:R:3:forces:R:3
N -1.49921 1.14985 0.97544 0.2 0.3 0.2
C 1.20749 -0.75828 -0.85527 0.9 -1.2 1.8
C -0.22108 -0.59616 2.01214 -2.0 1.4 0.6
C -0.55259 0.33053 0.85067 -1.1 -0.9 -0.4
C 0.03642 0.07024 -0.47900 0.0 1.6 0.2
C -1.20536 1.72880 -2.02139 1.2 -0.4 -0.7
C -0.42279 1.00146 -1.43690 -0.9 -0.7 0.7
H -1.16896 -1.09184 2.45727 1.9 0.8 -0.8
H 0.47491 -1.20538 1.54305 1.1 -2.0 0.1
H -1.54883 2.23829 -2.87912 -0.6 0.5 0.0
H 0.28747 0.05093 2.72166 0.0 -0.4 0.5
H 1.57081 -1.57716 -0.13167 -1.0 1.2 -0.9
H 0.96417 -1.22489 -1.78082 0.1 -0.4 -0.9
H 2.07752 -0.11638 -0.97605 0.1 0.1 -0.3
```
Positions in Å, forces in eV/Å.

Its total charge is 0. The strongest force on any atom comes out at 2.46 eV Å⁻¹. The calculation puts the HOMO-LUMO gap (alpha / beta) at 8.220 / 8.083 eV. As for the calculated total energy: -287.37690 Eh. The energy above the lowest of the compared OMol25 structures with the same formula, charge and spin is 5.723 eV.

Listed below, in e, are the natural (NBO) charges computed for each atom: -0.17 -0.65 -0.64 0.08 -0.02 -0.15 -0.06 0.24 0.21 0.23 0.23 0.22 0.24 0.23


[9]
The molecule C6H7N in a non-equilibrium geometry. Source: the Open Molecules 2025 dataset; level of theory: the ωB97M-V functional and the def2-TZVPD basis.

The geometry in XYZ format:
```
14
Properties=species:S:1:pos:R:3:forces:R:3
N 1.29335 -2.51729 -0.93469 0.1 0.7 0.9
C 0.36564 0.41514 0.40073 0.1 0.2 -0.1
C 0.69682 1.78558 0.22001 0.1 -0.4 0.2
C 1.25031 -0.70903 0.96925 0.1 0.0 0.0
C 1.32831 -1.75522 -0.06442 0.0 -0.6 -0.6
C -1.73474 0.70344 -0.99807 0.1 0.1 0.1
C -0.89345 0.03818 0.02229 -0.2 -0.1 -0.2
H -1.56452 0.08588 -1.89569 -0.1 0.1 0.0
H -2.80636 0.65985 -0.78544 0.2 0.0 0.1
H 1.63065 1.99557 0.78364 -0.2 0.0 -0.1
H 0.83171 -1.15369 1.88344 0.1 0.1 -0.2
H -1.38299 1.71661 -1.19659 -0.1 -0.2 0.0
H 2.25756 -0.34433 1.19752 -0.2 -0.1 0.0
H -1.27229 -0.92070 0.39802 0.1 0.1 -0.2
```
Positions in Å, forces in eV/Å.

Its total charge is 0. The strongest force on any atom comes out at 1.12 eV Å⁻¹. The calculation puts the HOMO-LUMO gap (alpha / beta) at 7.492 / 7.492 eV. As for the calculated total energy: -287.41273 Eh. The energy above the lowest of the compared OMol25 structures with the same formula, charge and spin is 4.748 eV.

Listed below, in e, are the natural (NBO) charges computed for each atom: -0.33 -0.27 -0.14 -0.55 0.28 -0.69 0.12 0.25 0.23 0.11 0.25 0.27 0.26 0.19


[10]
The molecule C6H7N in a non-equilibrium geometry. Source: the Open Molecules 2025 dataset; level of theory: the ωB97M-V functional and the def2-TZVPD basis.

The geometry in XYZ format:
```
14
Properties=species:S:1:pos:R:3:forces:R:3
N -2.72514 -2.13027 0.02102 0.8 0.7 -0.3
C 1.39983 -0.40492 0.37156 0.4 -0.1 0.0
C -0.05404 1.60724 0.33310 0.0 0.1 0.0
C 2.53626 -0.80028 0.32804 -0.4 0.1 0.0
C -0.79409 -0.55573 -0.79568 0.0 0.0 -0.1
C -1.87249 -1.44032 -0.34597 -0.7 -0.6 0.3
C 0.00960 0.07444 0.38592 0.0 0.0 0.1
H -1.24200 0.23386 -1.40955 0.1 -0.1 0.1
H -0.12983 -1.12976 -1.44807 -0.1 0.1 0.1
H 0.50511 2.05209 1.16074 -0.1 -0.1 -0.1
H -1.09425 1.94507 0.39777 0.2 -0.1 0.0
H -0.44840 -0.25550 1.32552 0.1 0.0 -0.1
H 3.53617 -1.17293 0.28020 -0.2 0.1 0.0
H 0.37326 1.97701 -0.60462 0.0 -0.1 0.1
```
Positions in Å, forces in eV/Å.

Its total charge is 0. The strongest force on any atom comes out at 1.10 eV Å⁻¹. The calculation puts the HOMO-LUMO gap at 11.281 eV. As for the calculated total energy: -287.50308 Eh. The structure (SMILES) is C#C[C@@H](C)CC#N. The energy above the lowest of the compared OMol25 structures with the same formula, charge and spin is 2.290 eV.

Listed below, in e, are the natural (NBO) charges computed for each atom: -0.32 0.00 -0.59 -0.24 -0.50 0.28 -0.29 0.25 0.27 0.23 0.21 0.25 0.24 0.21